No. 1
{
  "formula": "C37H43BrGaN5O4Si",
  "method": "the ωB97M-V functional and the def2-TZVPD basis",
  "symbols": ["Ga", "Br", "C", "C", "C", "C", "C", "N", "C", "O", "O", "H", "H", "H", "C", "O", "C", "C", "C", "C", "C", "C", "N", "N", "C", "C", "C", "C", "O", "C", "N", "C", "C", "C", "C", "H", "H", "H", "H", "H", "H", "H", "H", "H", "H", "H", "H", "N", "C", "C", "C", "C", "C", "C", "H", "H", "H", "H", "H", "H", "H", "C", "Si", "C", "C", "C", "C", "C", "C", "C", "C", "H", "H", "H", "H", "H", "H", "H", "H", "H", "H", "H", "H", "H", "H", "H", "H", "H", "H", "H", "H", "H"],
  "coordinates": [[-0.1363, 0.4249, 0.4599], [-1.9522, -1.6774, 3.4243], [-0.4123, -0.6382, 3.7679], [-0.1038, -0.2766, 5.0667], [1.0922, 0.3906, 5.2821], [1.9543, 0.6037, 4.2206], [1.5397, 0.2288, 2.9555], [0.3448, -0.3354, 2.7218], [2.4531, 0.3589, 1.7407], [3.6554, 0.3186, 1.9287], [1.8404, 0.3951, 0.6215], [-0.7721, -0.5237, 5.8776], [1.3590, 0.7063, 6.2828], [2.9341, 1.0441, 4.3387], [3.5060, -5.0067, -5.7522], [2.2153, -4.5601, -5.3837], [1.6254, -5.1617, -4.3233], [2.2018, -6.1762, -3.5703], [1.5063, -6.7241, -2.5019], [0.2561, -6.2452, -2.1383], [-0.3283, -5.2412, -2.9208], [0.3427, -4.7155, -4.0016], [-0.4319, -6.9023, -1.0829], [-1.1579, -6.3083, -0.2655], [-1.1998, -4.9009, -0.1303], [-2.4385, -4.3123, -0.0169], [-2.6088, -2.9195, 0.0105], [-1.5163, -2.0820, -0.0450], [-1.5793, -0.7709, -0.0542], [-0.2178, -2.6721, -0.0527], [0.8013, -1.7919, -0.0282], [2.0311, -2.2483, -0.0074], [2.3175, -3.6227, 0.0760], [1.2884, -4.5261, 0.0755], [-0.0385, -4.0682, -0.0597], [3.7797, -4.4386, -6.6367], [3.5063, -6.0725, -5.9953], [4.2354, -4.8119, -4.9612], [3.1839, -6.5613, -3.8087], [1.9554, -7.5188, -1.9183], [-1.3269, -4.8958, -2.6874], [-0.1091, -3.9477, -4.6165], [-3.3104, -4.9559, -0.0221], [-3.6076, -2.5037, 0.0602], [2.8289, -1.5159, -0.0288], [3.3451, -3.9482, 0.1632], [1.4858, -5.5822, 0.1984], [1.2599, 3.0149, -0.0356], [2.6209, 3.3276, -0.1264], [3.3017, 3.1511, -1.3293], [4.6624, 3.3954, -1.4039], [5.3608, 3.8231, -0.2830], [4.6839, 4.0042, 0.9132], [3.3221, 3.7655, 0.9938], [0.7671, 3.0593, -0.9088], [0.7689, 3.4665, 0.7154], [2.7520, 2.8073, -2.1996], [5.1776, 3.2380, -2.3429], [6.4260, 4.0048, -0.3383], [5.2232, 4.3180, 1.7980], [2.7918, 3.8963, 1.9327], [-2.7020, 1.7799, -1.5288], [-2.0585, 2.3553, 0.1593], [-3.4016, 1.9962, 1.5284], [-4.6138, 2.9386, 1.4565], [-3.9563, 0.5867, 1.2983], [-2.7756, 2.1161, 2.9243], [-1.7704, 4.3051, -0.0514], [-1.2278, 4.9744, 1.2214], [-0.8423, 4.6481, -1.2355], [-3.1285, 4.9535, -0.3681], [-3.6158, 2.2967, -1.8357], [-2.9088, 0.7099, -1.4786], [-1.9501, 1.9368, -2.3056], [-4.9912, 3.0409, 0.4359], [-4.3855, 3.9308, 1.8458], [-5.4208, 2.5231, 2.0691], [-4.5451, 0.5587, 0.3771], [-4.6144, 0.3080, 2.1296], [-3.1760, -0.1572, 1.2155], [-2.6241, 3.1632, 3.1945], [-1.8086, 1.6134, 2.9795], [-3.4326, 1.6665, 3.6766], [-0.1884, 4.7107, 1.4253], [-1.8197, 4.7081, 2.0994], [-1.2655, 6.0637, 1.1146], [0.2024, 4.6880, -0.9401], [-1.0891, 5.6399, -1.6250], [-0.9483, 3.9463, -2.0682], [-3.8115, 4.9161, 0.4753], [-3.6161, 4.4902, -1.2299], [-2.9694, 6.0090, -0.6074]],
  "forces_ev_per_angstrom": [[-0.1, -0.3, 0.4], [0.0, 0.1, 0.1], [-0.1, -0.1, -0.2], [0.0, 0.0, 0.0], [0.0, 0.0, 0.1], [0.1, 0.0, -0.1], [0.0, 0.0, 0.0], [-0.1, 0.4, -0.1], [0.0, -0.1, 0.6], [-0.1, 0.1, -0.1], [-0.5, 0.8, -0.3], [0.0, 0.0, 0.0], [0.0, 0.0, 0.0], [0.0, 0.0, 0.0], [0.0, 0.0, 0.0], [0.0, 0.0, -0.1], [-0.1, 0.0, 0.1], [0.2, 0.0, -0.1], [-0.1, 0.0, 0.2], [0.2, 0.4, -0.4], [-0.1, -0.1, 0.1], [0.0, 0.1, 0.0], [-0.4, -0.1, 0.2], [0.3, -0.5, 0.2], [-0.1, 0.7, -0.2], [0.2, -0.3, -0.2], [-0.1, 0.2, -0.1], [0.1, -0.2, 0.0], [0.1, 0.4, 0.1], [0.0, -0.4, 0.0], [-0.1, -0.1, -0.2], [0.1, -0.1, 0.0], [-0.1, -0.1, 0.0], [0.1, 0.0, 0.0], [-0.1, 0.0, 0.1], [0.0, 0.0, 0.0], [0.0, 0.0, 0.0], [0.0, 0.0, 0.0], [0.0, 0.0, 0.0], [-0.1, 0.0, 0.0], [0.0, 0.0, 0.0], [0.0, 0.0, 0.0], [0.0, 0.0, 0.0], [0.0, 0.1, 0.0], [0.0, 0.0, 0.0], [0.0, 0.0, 0.0], [0.0, 0.0, -0.1], [0.9, -0.3, 0.0], [-0.2, -0.1, 0.0], [0.0, 0.0, 0.0], [-0.1, 0.0, 0.0], [0.1, 0.0, 0.0], [0.0, 0.0, 0.0], [0.0, 0.0, 0.0], [0.0, -0.1, 0.1], [0.0, 0.0, -0.1], [0.1, 0.0, 0.0], [0.0, 0.0, 0.0], [0.0, 0.0, 0.0], [0.0, 0.0, 0.0], [0.1, 0.0, 0.0], [0.0, -0.1, 0.2], [0.1, -0.2, -0.1], [0.2, 0.1, -0.2], [0.0, -0.1, 0.1], [0.0, 0.0, 0.0], [-0.1, -0.1, -0.1], [0.4, -0.3, 0.2], [-0.2, 0.0, -0.1], [-0.1, 0.2, -0.1], [-0.1, -0.1, 0.0], [0.0, 0.0, 0.1], [0.0, 0.1, 0.0], [0.0, 0.0, 0.0], [-0.1, 0.0, 0.1], [-0.1, -0.1, 0.1], [0.0, 0.0, 0.0], [0.0, 0.0, 0.0], [0.0, 0.1, 0.0], [0.0, -0.1, 0.0], [0.0, -0.1, 0.1], [0.0, -0.1, 0.1], [0.0, 0.0, 0.0], [-0.1, 0.1, 0.1], [0.0, 0.1, 0.0], [0.0, 0.0, 0.0], [-0.2, 0.3, -0.1], [-0.1, 0.0, 0.0], [0.0, 0.1, 0.0], [0.1, 0.1, -0.2], [0.0, 0.1, 0.0], [0.1, 0.0, 0.0]],
  "homo_energy_ev": -7.42
}

***

No. 2
{
  "formula": "C24H27F6NO2P2Tc",
  "method": "the ωB97M-V functional and the def2-TZVPD basis",
  "symbols": ["C", "C", "C", "C", "C", "C", "C", "C", "C", "C", "C", "C", "C", "H", "H", "H", "H", "H", "H", "H", "N", "Tc", "C", "H", "H", "C", "H", "H", "P", "P", "C", "H", "H", "H", "C", "H", "H", "H", "C", "H", "H", "H", "C", "H", "H", "H", "C", "O", "H", "C", "C", "O", "C", "F", "F", "F", "C", "F", "F", "F", "H", "H", "H"],
  "coordinates": [[-1.5966, 3.1889, -3.9602], [-1.4323, 1.9178, -3.4091], [-0.1236, 1.3713, -3.3378], [1.0131, 2.2025, -3.5733], [0.8018, 3.5350, -4.0290], [-0.4856, 3.9946, -4.2571], [2.2766, 1.6467, -3.2885], [2.4439, 0.2631, -3.4979], [1.2865, -0.5470, -3.3135], [1.3582, -1.9614, -3.3970], [2.5693, -2.5421, -3.7730], [3.7120, -1.7610, -3.9920], [3.6764, -0.3791, -3.8292], [-2.6043, 3.5693, -4.1158], [1.6772, 4.1724, -4.1869], [-0.6509, 5.0047, -4.6273], [3.1367, 2.2996, -3.1579], [2.6147, -3.6318, -3.8716], [4.6520, -2.2566, -4.2529], [4.5718, 0.2365, -3.9178], [0.1590, 0.1085, -2.7933], [-0.0339, -0.0687, -0.7692], [-2.5943, 1.1700, -2.8084], [-2.7234, 0.1819, -3.2684], [-3.5204, 1.7427, -2.9107], [0.1802, -2.7771, -2.9305], [-0.7337, -2.5552, -3.5012], [0.4063, -3.8523, -2.9676], [-2.2497, 0.9019, -1.0176], [-0.1046, -2.3150, -1.1588], [1.2264, -3.2644, -0.3683], [1.1078, -3.1782, 0.7171], [1.1155, -4.3110, -0.6845], [2.2073, -2.8778, -0.6691], [-1.5646, -3.2456, -0.6804], [-1.3592, -4.3116, -0.8475], [-1.7480, -3.0712, 0.3874], [-2.4324, -2.9321, -1.2720], [-2.3708, 2.5663, -0.2765], [-3.2442, 3.1225, -0.6483], [-2.4398, 2.4690, 0.8161], [-1.4640, 3.1393, -0.5135], [-3.6831, -0.0229, -0.3983], [-3.6770, -0.0097, 0.6981], [-4.6221, 0.4203, -0.7654], [-3.6201, -1.0669, -0.7322], [1.8223, 0.0472, -0.2191], [2.9267, -0.0965, 0.1432], [1.3766, 1.3961, -1.1900], [-0.0541, 0.7240, 3.1485], [-0.7485, -0.4606, 2.5043], [-0.8677, -0.4522, 1.1244], [0.0301, -1.7566, 2.9219], [0.1976, -1.8909, 4.2631], [-0.5377, -2.9077, 2.4688], [1.2841, -1.6879, 2.3728], [-2.2392, -0.5359, 3.0256], [-2.3529, -0.6834, 4.3701], [-2.8719, 0.6450, 2.7087], [-2.9621, -1.5311, 2.4484], [0.9909, 0.7418, 2.8267], [-0.1004, 0.6242, 4.2395], [-0.5391, 1.6541, 2.8401]],
  "forces_ev_per_angstrom": [[0.4, -0.5, 0.4], [0.3, -0.1, 0.1], [0.3, 0.1, 0.7], [-0.6, 0.4, -0.1], [-0.1, 0.2, 0.3], [0.6, 0.1, -0.1], [0.2, 0.0, -1.5], [0.3, -0.4, 0.2], [-0.1, 0.1, 0.9], [0.3, 0.2, 0.1], [-0.8, 0.2, 0.2], [0.6, 0.9, 0.0], [-0.1, -0.5, 0.4], [0.2, 0.0, 0.1], [-0.4, -0.2, -0.1], [0.1, -0.3, 0.0], [0.0, -0.1, -0.1], [0.1, 0.4, 0.0], [-0.4, 0.3, 0.1], [-0.2, -0.3, -0.2], [-0.8, -0.3, -1.5], [-1.4, 1.7, 1.4], [0.3, -0.2, -0.1], [-0.1, 0.1, 0.1], [0.1, -0.1, 0.0], [-0.1, 0.7, 0.0], [0.2, -0.1, 0.1], [-0.2, 0.3, 0.0], [-1.4, 1.1, -0.4], [0.5, -3.3, -0.6], [0.0, 0.3, 0.3], [0.2, -0.2, -0.3], [0.1, 0.3, 0.1], [-0.2, -0.1, 0.1], [-0.5, 0.2, 0.3], [-0.1, 0.3, 0.0], [-0.1, -0.1, -0.3], [0.1, -0.2, 0.2], [0.2, 0.1, 0.1], [0.2, -0.3, 0.1], [0.0, 0.0, -0.3], [-0.2, -0.1, 0.0], [0.0, -0.3, 0.1], [0.0, 0.0, -0.4], [0.4, -0.1, 0.1], [-0.1, 0.3, 0.1], [5.2, -0.5, 1.3], [-3.4, 0.7, -1.1], [-0.9, -1.1, 1.2], [0.1, 0.2, -0.2], [-0.7, -0.9, 0.6], [1.0, 0.5, -1.9], [0.5, -0.5, 0.8], [-0.3, 0.3, -1.5], [0.3, 0.9, 0.2], [-0.8, -0.1, 0.2], [-0.8, 0.1, 0.8], [0.4, 0.1, -1.4], [0.6, -0.9, 0.1], [0.7, 0.7, 0.3], [-0.1, 0.0, 0.1], [0.1, 0.1, -0.3], [0.0, -0.2, 0.1]],
  "multiplicity": 4,
  "homo_energy_ev": [-14.91, -14.80],
  "charge": 2
}

***

No. 3
{
  "formula": "C8H20N3S",
  "method": "the ωB97M-V functional and the def2-TZVPD basis",
  "symbols": ["C", "C", "N", "N", "C", "C", "S", "C", "N", "C", "C", "C", "H", "H", "H", "H", "H", "H", "H", "H", "H", "H", "H", "H", "H", "H", "H", "H", "H", "H", "H", "H"],
  "coordinates": [[1.6521, -0.2157, 4.2913], [1.3017, -0.9416, 2.9929], [1.0266, 0.0062, 1.9827], [0.0656, -0.1261, 1.2557], [-0.4790, 1.0818, 0.1447], [0.6895, 1.9602, -0.1660], [-1.7246, 1.8430, 1.2138], [-1.1818, 0.2917, -0.9631], [-1.8718, -0.8310, -0.3246], [-0.2573, -0.1693, -2.1096], [-1.0963, -0.5631, -3.3262], [0.6802, -1.3046, -1.7081], [2.4770, 0.4712, 4.1241], [0.7955, 0.3468, 4.6579], [1.9432, -0.9447, 5.0419], [0.4905, -1.6727, 3.1222], [2.2025, -1.4662, 2.6501], [-0.6367, -0.8934, 1.2212], [1.1015, 2.3908, 0.7444], [0.3610, 2.7717, -0.8158], [1.4777, 1.4075, -0.6693], [-0.9009, 2.6946, 1.8279], [-1.8922, 1.0078, -1.4087], [-2.0811, -1.5462, -1.0128], [-2.7599, -0.5313, 0.0722], [0.3435, 0.6930, -2.4101], [-1.7080, -1.4409, -3.1383], [-0.4398, -0.7881, -4.1615], [-1.7494, 0.2539, -3.6254], [0.1258, -2.1861, -1.4001], [1.3413, -1.0068, -0.8977], [1.2932, -1.5753, -2.5627]],
  "forces_ev_per_angstrom": [[-0.2, 0.0, -0.1], [0.3, -1.1, 1.0], [-0.4, 1.1, -1.3], [-0.2, 1.4, -1.4], [0.6, -1.2, 2.2], [0.1, 0.0, -0.1], [-0.3, 0.1, -0.4], [0.1, 0.2, -0.3], [-0.4, -0.1, 0.0], [-0.2, -0.1, 0.1], [0.1, 0.2, 0.1], [-0.1, 0.3, -0.1], [0.1, 0.0, 0.0], [0.0, 0.0, 0.1], [0.0, 0.0, 0.0], [0.1, 0.1, -0.1], [-0.1, 0.0, -0.1], [0.1, -0.2, 0.2], [0.0, 0.0, 0.0], [0.0, 0.0, 0.0], [0.1, -0.1, -0.1], [0.1, 0.0, 0.1], [0.1, -0.1, 0.1], [0.0, 0.0, 0.1], [0.1, -0.1, -0.1], [0.0, 0.0, 0.1], [-0.1, -0.2, 0.0], [0.0, -0.1, -0.1], [-0.1, 0.0, -0.1], [0.0, -0.2, 0.0], [0.2, -0.1, 0.1], [0.1, -0.1, 0.0]],
  "relative_energy_kcal_mol": 0.00,
  "homo_energy_ev": -13.50,
  "smiles": "CC/N=[NH+]/[C@](C)(S)[C@H](N)C(C)C",
  "charge": 1
}